Record 1
This record from the OMol25 dataset describes 2 unconnected molecules or ions with the total composition C3H9NO2S at a distorted geometry. The level of theory is wB97M-V/def2-TZVPD.

Results
Total charge: 0
HOMO-LUMO gap in eV: 9.5
F_max in eV Å⁻¹: 3.1
E in hartree: -723.07735
LUMO in eV: 0.55
HOMO level in eV: -8.94

```
16
C3H9NO2S (wB97M-V/def2-TZVPD)
H 3.13698 -0.62755 2.52231
N -0.42227 0.87586 0.85239
H 3.04011 -1.39787 1.20416
H -0.53083 -1.54754 0.09145
O 3.05708 -0.47151 1.59299
H -2.97999 1.53921 -0.52627
H -1.05841 1.67170 1.29550
H 2.04113 -0.29399 -0.21997
C -2.43637 0.55777 -0.65842
H -0.92922 -1.31774 -1.73602
O -3.01265 -0.32601 -1.24486
C -0.88678 0.53936 -0.49076
H -0.40509 1.22067 -1.31349
C -0.44575 -0.89756 -0.79873
S 1.31762 -0.77389 -1.29038
H 0.51443 1.24910 0.72009
```

***

Record 2
This record from the OMol25 dataset describes 2 unconnected molecules or ions with the total composition C3H9NO3 at a distorted geometry. The level of theory is wB97M-V/def2-TZVPD.

Results
Total charge: 0
HOMO-LUMO gap in eV: 9.8
F_max in eV Å⁻¹: 2.9
E in hartree: -400.04072
LUMO in eV: 0.39
HOMO level in eV: -9.39

```
16
C3H9NO3 (wB97M-V/def2-TZVPD)
O 0.06240 1.46967 -0.07075
N -1.31768 -0.92104 0.21566
H 0.73322 -0.03974 1.28060
C 0.73233 1.03528 1.39218
H 1.72793 1.46030 1.38070
H -0.33008 3.17489 -0.86560
H 1.60484 -1.59959 -1.00296
H -1.28546 0.06268 0.01355
H -2.08271 -1.29773 0.74923
H 0.37861 -1.28868 -2.22221
C -0.41044 -1.76845 -0.31526
O -0.87362 2.47531 -0.47674
C 0.64755 -1.11656 -1.18139
O -0.44405 -2.96357 -0.11212
H 0.13496 1.36915 2.22926
H 0.72220 -0.05191 -1.01416
```

***

Record 3
This record from the OMol25 dataset describes 2 unconnected molecules or ions with the total composition C3H9NO3 at a distorted geometry. The level of theory is wB97M-V/def2-TZVPD.

Results
Total charge: 0
HOMO-LUMO gap in eV: 9.6
F_max in eV Å⁻¹: 2.8
E in hartree: -400.15576
LUMO in eV: 0.57
HOMO level in eV: -8.99

```
16
C3H9NO3 (wB97M-V/def2-TZVPD)
C 0.35379 -1.80942 0.35372
H -3.29068 5.65140 -0.77342
H 3.51647 -0.70445 -0.06386
O -1.79042 -1.29290 -0.49024
H -3.29622 4.58680 -1.96361
H -2.16658 -0.48872 -0.87889
H 0.16733 -2.70690 0.91610
O -2.84797 5.33244 -1.56244
H 1.62566 -1.41872 2.01122
C 1.54929 -1.05119 0.98537
N 2.82396 -1.37868 0.29173
H 2.79621 -1.96921 -0.52626
C -0.77690 -0.79838 0.31956
H 0.70258 -2.21968 -0.60963
O -0.93731 0.21602 0.92499
H 1.57081 0.05160 1.06566
```

***

Record 4
This record from the OMol25 dataset describes 2 unconnected molecules or ions with the total composition C3H9NO3 at a distorted geometry. The level of theory is wB97M-V/def2-TZVPD.

Results
Total charge: 0
HOMO-LUMO gap in eV: 10.5
F_max in eV Å⁻¹: 2.6
E in hartree: -400.15827
LUMO in eV: 0.63
HOMO level in eV: -9.84

```
16
C3H9NO3 (wB97M-V/def2-TZVPD)
H -2.30045 0.75753 0.81066
O 3.43956 -4.07620 -3.31391
H -0.03618 2.28002 0.46642
C -0.28894 1.48124 1.13223
H 3.77177 -4.59375 -4.06694
H 0.05915 -1.34494 -0.87658
N -0.32728 -0.38636 -0.64439
H -0.99514 -0.06527 -1.29990
H 0.42921 1.74219 1.98887
O -2.33127 2.69306 1.56427
H -1.99724 0.96800 2.64081
C 0.22609 0.18975 0.50299
O 1.11742 -0.45725 1.02661
H 2.56039 -3.78930 -3.50504
C -1.73202 1.36370 1.58596
H -1.59507 3.23758 1.98794
```

***

Record 5
This record from the OMol25 dataset describes a single C3H9NO3P2 molecule. The level of theory is wB97M-V/def2-TZVPD.

Results
Total charge: 0
HOMO-LUMO gap in eV: 9.8
F_max in eV Å⁻¹: 0.9
E in hartree: -1082.96817
LUMO in eV: 0.42
HOMO level in eV: -9.34

```
18
C3H9NO3P2 (wB97M-V/def2-TZVPD)
H -2.89150 -0.70268 1.65234
H 2.01418 -1.80278 0.69012
O -1.37081 -1.36979 -0.24183
H -1.36985 2.60218 -0.19599
C 1.96982 -1.10330 -0.14698
H 0.43011 0.62649 -1.39842
O -3.26580 -0.19969 0.91410
C 0.68722 1.12806 -0.46388
O -2.86241 0.25981 -1.58106
P -2.22438 -0.00087 -0.28420
H 2.93764 -1.08442 -0.65595
N 2.12132 0.79195 1.40593
H 1.22152 -1.46097 -0.85261
H -1.33704 -1.73083 -1.14403
H 2.75270 0.13765 1.86993
C 1.64313 0.28355 0.35414
P -0.85583 1.50053 0.50971
H 1.15553 2.08690 -0.69491
```

***

Record 6
This record from the OMol25 dataset describes a single C3H9NO3S molecule at a distorted geometry. The level of theory is wB97M-V/def2-TZVPD.

Results
Total charge: 0
HOMO-LUMO gap in eV: 10.3
F_max in eV Å⁻¹: 4.2
E in hartree: -798.29411
LUMO in eV: 0.69
HOMO level in eV: -9.58

```
17
C3H9NO3S (wB97M-V/def2-TZVPD)
S 0.25709 0.90926 1.25019
H 0.90130 -1.18189 -2.00695
H 0.85340 -2.02036 -0.35492
H -0.18723 1.71313 -1.50360
H -0.93619 -2.05912 0.84689
O -0.63811 1.98983 1.35998
N -0.60779 0.84192 -1.23550
H -1.62720 1.12596 -1.28935
O 0.62194 0.19149 2.43183
C -0.12992 -0.09597 -0.33021
H -2.24432 -0.59536 0.83739
C 0.97736 -0.99317 -0.89870
H 2.29407 2.09682 1.32207
H -1.80954 -1.76560 -0.61225
H 1.96626 -0.50126 -0.77727
C -1.44933 -1.20992 0.26824
O 1.75822 1.55424 0.69218
```

***

Record 7
This record from the OMol25 dataset describes 2 unconnected molecules or ions with the total composition C3H9NO3S at a distorted geometry. The level of theory is wB97M-V/def2-TZVPD.

Results
Total charge: 0
HOMO-LUMO gap in eV: 8.3
F_max in eV Å⁻¹: 3.2
E in hartree: -798.20195
LUMO in eV: -0.34
HOMO level in eV: -8.61

```
17
C3H9NO3S (wB97M-V/def2-TZVPD)
H 2.26409 -0.00026 0.46454
C 1.23062 -1.82624 0.35646
H 1.17329 -2.10346 -0.74399
H -0.32597 2.32190 -0.64673
O -1.81466 -0.03742 1.51026
H 0.33341 -2.14704 0.88978
O -1.83090 -1.63036 -0.30208
N 1.24089 -0.37728 0.36464
H -0.45788 1.83046 1.12334
H -1.65960 0.81158 -1.60503
C 0.21444 1.75251 0.14572
C 0.22885 0.30297 -0.08868
S -1.51470 -0.30447 0.12603
H 2.11073 -2.04723 0.92346
H -0.23945 0.52789 -2.10082
O -2.23262 0.83883 -0.68460
H 1.27945 2.08763 0.26770
```

***

Record 8
This record from the OMol25 dataset describes a molecular structure, C3H9NO6S3 at a distorted geometry. The level of theory is wB97M-V/def2-TZVPD.

Results
Total charge: 0
HOMO-LUMO gap in eV: 9.6
F_max in eV Å⁻¹: 3.6
E in hartree: -1820.32998
LUMO in eV: -1.33
HOMO level in eV: -10.88

```
22
C3H9NO6S3 (wB97M-V/def2-TZVPD)
O 2.52473 1.39040 0.44847
N 0.41957 0.32163 -0.37107
H -0.46350 -0.46519 -2.85264
O 0.48923 2.22852 1.34312
H -0.10614 -2.15646 -2.61069
O -1.76131 -0.77226 1.24371
H 0.56143 -0.81028 2.18842
H 2.38960 -0.80767 2.00835
H 1.47672 0.25284 3.07534
O 2.27808 -1.32034 -0.88784
H -2.49030 2.01475 -0.59999
C 0.29514 -1.21435 -2.61550
C 1.48419 -0.21694 2.07761
C -2.21638 1.62240 0.31736
O -2.20128 -0.46142 -1.25248
S 0.85090 -1.19321 -0.87069
S -1.73781 0.00285 0.02731
H -3.05611 1.67851 1.09691
H -1.43429 2.22246 0.62679
O 0.12301 -2.16962 -0.11518
H 1.32929 -1.22254 -3.15617
S 1.24521 1.07591 0.87890
```

***

Record 9
This record from the OMol25 dataset describes 2 unconnected molecules or ions with the total composition C3H9NOP at a distorted geometry. The level of theory is wB97M-V/def2-TZVPD.

Results
Total charge: +1
HOMO-LUMO gap (spin up / spin down) in eV: 8.4 / 7.5
F_max in eV Å⁻¹: 3.2
E in hartree: -590.59329
LUMO (spin up / spin down) in eV: -5.28 / -5.57
HOMO level (spin up / spin down) in eV: -13.71 / -13.02

```
15
C3H9NOP (wB97M-V/def2-TZVPD)
H -1.62324 -2.02783 0.70028
O 0.02267 -1.95915 -0.81258
P 2.83238 0.06358 -0.05435
C 0.04983 -0.78604 -0.16048
H -1.28564 2.37126 -0.55494
H -1.77799 0.01258 -0.57275
C -0.67297 1.58867 -0.09645
H -0.86273 1.32462 0.93478
H -0.77584 0.40513 -1.72184
H -0.05480 -2.31192 1.44460
H 2.26985 1.17845 0.51933
N -0.86456 0.28380 -0.72735
H 2.80308 -0.92609 1.12071
C -0.55889 -1.95160 0.56831
H 0.25765 2.03682 -0.39204
```

***

Record 10
This record from the OMol25 dataset describes 2 unconnected molecules or ions with the total composition C3H9NOS at a distorted geometry. The level of theory is wB97M-V/def2-TZVPD.

Results
Total charge: 0
HOMO-LUMO gap in eV: 9.8
F_max in eV Å⁻¹: 4.5
E in hartree: -647.77155
LUMO in eV: 0.71
HOMO level in eV: -9.08

```
15
C3H9NOS (wB97M-V/def2-TZVPD)
H 0.57310 0.94189 -2.46770
N -0.42490 0.59151 -0.61623
H 2.65237 0.13606 1.38252
C -0.98524 -1.65486 0.84577
C 1.58167 0.54270 1.43842
C -0.41270 0.78972 -2.04608
H 1.02284 -0.01483 2.24697
H -0.91785 -0.02577 -2.55743
S 0.35868 -0.83620 -0.17989
H -0.99922 1.93156 -2.17153
H -1.67548 -2.18617 0.11292
H -0.36112 -2.17875 1.65145
H 0.14125 1.17131 -0.03862
O 1.12065 1.65196 1.21179
H -1.67406 -0.86012 1.18766
```